1.
Computed, not measured: a gas-phase ion, H3N2O4P (charge -2) in a non-equilibrium geometry, with ωB97M-V/def2-TZVPD.

```
10
Properties=species:S:1:pos:R:3:lowdin_charge:R:1
N -1.3604 0.2529 -1.2142 -0.01
O -1.4399 0.5224 0.3485 -0.38
N -0.3067 0.5004 1.1634 -0.19
P 1.0429 -0.4352 0.3689 0.05
O 1.2535 0.2576 -0.9916 -0.47
O 2.2057 -0.0814 1.2900 -0.51
O 0.5363 -1.9002 0.3418 -0.51
H -1.7563 -0.6904 -1.3306 0.02
H -0.3224 0.1058 -1.1834 -0.06
H 0.1473 1.4682 1.2073 0.06
```

The calculation puts the HOMO energy at 0.473 eV. Its relative energy (zero: lowest compared OMol25 entry of this formula, charge and spin) is 37.3 kJ/mol. The value obtained for the gap between HOMO and LUMO is 7.109 eV. Its charge is -2. Its SMILES is NONP(=O)([O-])[O-].

***

2.
Computed, not measured: 13 unconnected molecules or ions with the total composition C16H58O21 in a non-equilibrium geometry, with ωB97M-V/def2-TZVPD.

```
95
Properties=species:S:1:pos:R:3:lowdin_charge:R:1
O -0.9135 -1.0329 -1.6855 -0.04
H -0.8745 -0.8699 -2.6355 0.08
H -0.6785 -1.9599 -1.5295 0.03
O -2.5365 1.1751 1.5015 -0.03
H -3.5085 1.0521 1.4945 0.07
H -2.1195 0.3331 1.6195 -0.02
O 0.4575 2.1211 2.1415 -0.04
H -0.2135 1.6521 2.6225 0.02
H 0.6035 1.5121 1.3925 0.00
O 1.4335 0.7481 -2.7125 -0.04
H 1.3795 0.9951 -1.7515 0.02
H 1.3955 -0.1769 -2.8235 -0.05
O 0.5575 0.5701 0.0725 0.01
H 0.9035 -0.0829 0.6425 0.00
H -0.1395 0.1171 -0.3375 0.01
C -1.9435 -2.8429 0.8405 -0.24
C -0.8685 -3.6539 0.0965 -0.21
O -1.0255 -3.6719 -1.2885 -0.07
O -1.8235 -2.9559 2.2325 -0.05
H -2.8885 -3.1869 0.4815 0.12
H -1.8715 -1.7919 0.6885 0.09
H -1.1315 -4.6539 0.4375 0.13
H 0.1285 -3.2689 0.3585 0.11
H -1.5985 -4.4049 -1.5095 0.11
H -2.5655 -2.4899 2.6305 0.09
C -4.3675 -1.0139 -2.1095 -0.21
C -4.0525 -2.4039 -2.7915 -0.24
O -5.2225 -2.6629 -3.4735 -0.04
O -3.5145 -0.7619 -1.0155 -0.12
H -5.4445 -1.0329 -1.7875 0.14
H -4.1535 -0.2059 -2.7795 0.09
H -3.9455 -3.1179 -1.9985 0.11
H -3.1795 -2.2599 -3.4285 0.12
H -5.2675 -2.1309 -4.2385 0.07
H -2.5975 -1.0079 -1.2295 0.02
C 2.2675 -1.8979 -1.8805 -0.23
C 2.4815 -3.3579 -1.4825 -0.26
O 3.1245 -3.4819 -0.2865 -0.02
O 1.6345 -1.8949 -3.1395 -0.07
H 3.2255 -1.4279 -2.0005 0.12
H 1.8375 -1.2729 -1.1225 0.09
H 3.1515 -3.7529 -2.1935 0.11
H 1.6185 -3.9849 -1.5265 0.11
H 3.8885 -2.9369 -0.2385 0.08
H 2.2535 -2.2779 -3.8005 0.14
C 4.6785 2.1631 -1.3475 -0.19
C 3.8355 1.3081 -0.4255 -0.25
O 4.6275 0.8851 0.6445 -0.07
O 3.8705 2.6121 -2.4675 -0.07
H 5.4615 1.5841 -1.7515 0.10
H 5.1395 3.0721 -0.9865 0.12
H 3.4085 0.4671 -0.8665 0.08
H 3.1055 1.9291 0.0765 0.11
H 5.0175 1.7201 0.9705 0.11
H 2.9955 2.7641 -2.1685 0.00
C -1.7655 1.8621 -2.9585 -0.25
C -2.9175 2.6921 -2.4355 -0.22
O -3.3105 2.1911 -1.1715 -0.06
O -1.3615 2.4091 -4.1865 -0.03
H -2.0195 0.7991 -3.0565 0.10
H -0.9635 1.9141 -2.2375 0.09
H -3.7925 2.5691 -3.0215 0.11
H -2.7015 3.7201 -2.2435 0.11
H -3.6835 1.3351 -1.2515 0.02
H -0.5745 2.9261 -4.0915 0.07
C 2.4855 -0.8849 2.1275 -0.20
C 2.4465 -0.3519 3.5845 -0.21
O 3.6545 0.3861 3.7415 -0.04
O 1.2895 -1.5829 1.7635 -0.08
H 3.3745 -1.4739 1.9375 0.12
H 2.6175 -0.0929 1.4235 0.08
H 2.4455 -1.1629 4.3065 0.11
H 1.4615 0.1621 3.7485 0.10
H 4.3755 -0.2369 3.6845 0.08
H 1.2995 -2.4629 2.0935 0.08
C -0.5455 3.9651 -0.2815 -0.21
C 0.9285 4.0141 -0.5665 -0.28
O 1.3115 3.4431 -1.7285 -0.02
O -0.6715 4.3441 1.1175 -0.08
H -0.8765 2.9561 -0.3685 0.08
H -1.1005 4.5401 -0.9925 0.11
H 1.5435 3.5091 0.1755 0.11
H 1.2065 5.0721 -0.4875 0.13
H 0.7645 3.9011 -2.2905 0.06
H -0.2625 3.5961 1.6015 0.03
C -1.6725 -0.3099 4.3775 -0.19
C -0.6575 0.0461 5.5245 -0.24
O -1.2845 0.1301 6.7785 -0.05
O -0.8635 -0.2049 3.2305 -0.14
H -2.5825 0.3071 4.3045 0.14
H -1.8365 -1.3939 4.4905 0.11
H -0.1305 0.9901 5.3525 0.13
H 0.1265 -0.7509 5.5185 0.12
H -1.4525 -0.7289 7.1445 0.08
H -0.3385 -0.9939 3.2045 0.05
```

The calculation puts the HOMO energy at -8.892 eV. Its relative energy (zero: lowest compared OMol25 entry of this formula, charge and spin) is 235.2 kJ/mol. The value obtained for the gap between HOMO and LUMO is 8.887 eV.

***

3.
Computed, not measured: 13 unconnected molecules or ions with the total composition C22H73N23O13 in a non-equilibrium geometry, with ωB97M-V/def2-TZVPD.

```
131
Properties=species:S:1:pos:R:3:lowdin_charge:R:1
C 3.3009 -5.5179 1.3860 -0.04
C 3.0358 -5.4753 -0.1707 -0.48
C 3.4379 -6.6291 -0.9224 -0.21
O 3.0986 -6.4910 -2.3120 -0.19
C 3.3554 -7.6502 -3.0253 -0.13
N 1.6605 -5.1474 -0.3427 0.07
H 4.3327 -5.5787 1.7320 0.07
H 2.8266 -6.2685 2.0182 0.08
H 2.9659 -4.5747 1.8176 0.05
H 3.5724 -4.6208 -0.5831 0.12
H 2.8444 -7.4337 -0.4882 0.14
H 4.5031 -6.8437 -0.8366 0.14
H 2.9121 -8.5567 -2.6133 0.09
H 4.4404 -7.7382 -3.0821 0.09
H 3.0031 -7.6732 -4.0565 0.09
H 1.6826 -4.1743 -0.0732 0.06
H 1.5264 -5.1910 -1.3428 0.04
C 0.8144 -1.2989 -1.0547 -0.05
C 0.6854 0.2885 -0.9792 -0.31
C 0.3803 0.8785 0.4748 -0.14
O -0.8388 0.2674 0.9860 -0.22
C -1.5362 0.9964 2.0658 -0.06
N 1.9830 0.7445 -1.4815 0.02
H -0.1154 -1.7652 -0.7290 0.07
H 1.5024 -1.6875 -0.3039 0.05
H 1.0786 -1.7173 -2.0259 0.06
H -0.0500 0.5754 -1.7308 0.11
H 0.2561 1.9608 0.5111 0.11
H 1.1378 0.7864 1.2532 0.08
H -2.3889 0.4195 2.4238 0.05
H -1.7718 2.0455 1.8867 0.07
H -0.9723 0.9227 2.9956 0.09
H 2.1279 0.1785 -2.3054 0.05
H 2.8041 0.5053 -0.9443 0.03
C -4.6428 5.2408 2.4299 -0.06
C -3.6472 4.3927 3.2533 -0.43
C -2.1858 4.9101 3.1904 -0.26
O -1.3507 3.9254 3.6446 -0.15
C -0.0266 4.3785 3.6029 -0.11
N -4.1850 4.4203 4.5953 0.04
H -4.5563 6.2439 2.8475 0.08
H -5.6732 4.8854 2.4169 0.07
H -4.2398 5.2150 1.4174 0.06
H -3.5591 3.3486 2.9530 0.12
H -2.1600 5.8783 3.6904 0.12
H -1.9418 5.1601 2.1578 0.12
H 0.1949 5.3175 4.1101 0.09
H 0.3371 4.4324 2.5768 0.08
H 0.6775 3.6762 4.0490 0.07
H -3.7501 5.3001 4.8338 0.06
H -3.7509 3.8256 5.2867 0.08
C 4.2712 -1.0142 0.6266 -0.76
O 4.5682 0.0947 0.1242 -0.01
N 3.4347 -1.1416 1.5811 0.19
N 4.8679 -2.1449 0.3676 0.18
H 2.9188 -0.3610 1.9614 0.09
H 3.3218 -2.0567 1.9935 0.11
H 4.7517 -2.9191 1.0057 0.09
H 5.5845 -2.2602 -0.3347 0.12
C -4.4336 -2.5681 -0.0673 -0.86
O -3.6989 -3.3180 -0.5189 0.08
N -4.0628 -1.6550 0.8251 0.20
N -5.6697 -2.6530 -0.4177 0.18
H -3.1701 -1.2314 1.0342 0.09
H -4.8293 -1.1239 1.2130 0.06
H -5.8935 -3.0710 -1.3095 0.13
H -6.1860 -2.0117 0.1672 0.09
C 3.2892 3.6003 0.3918 -0.77
O 2.6564 3.1495 1.2905 0.04
N 3.9933 4.6652 0.5161 0.17
N 3.3387 3.2902 -0.8594 0.20
H 4.1359 5.2161 -0.3184 0.12
H 4.0630 5.0364 1.4528 0.12
H 2.7661 2.4712 -1.0057 0.06
H 3.6366 3.9431 -1.5701 0.13
C 5.2492 1.6184 -4.8247 -0.76
O 4.2183 1.9355 -5.4335 0.01
N 6.3473 2.2675 -4.6440 0.16
N 5.2287 0.7095 -3.8989 0.16
H 6.4715 3.1472 -5.1244 0.13
H 7.0729 1.8306 -4.0938 0.11
H 6.0636 0.7177 -3.3306 0.10
H 4.4502 0.0802 -3.7647 0.11
C 3.1140 2.3381 4.4094 -0.77
O 3.3842 2.3251 5.6214 -0.01
N 3.3669 3.3986 3.7441 0.15
N 2.5569 1.4413 3.6112 0.17
H 3.1328 3.5568 2.7744 0.03
H 3.8392 4.0554 4.3488 0.13
H 2.3275 1.8317 2.7083 0.06
H 2.5049 0.4659 3.8680 0.11
C -0.1399 -3.2848 -4.3716 -0.80
O 0.1147 -2.6534 -5.3796 0.02
N -1.2855 -3.1945 -3.7688 0.20
N 0.6361 -4.1008 -3.7826 0.19
H -1.5054 -3.8926 -3.0729 0.12
H -1.9176 -2.4723 -4.0831 0.12
H 1.5865 -4.2274 -4.0999 0.13
H 0.3592 -4.7267 -3.0398 0.11
C -4.0286 -1.2985 4.6725 -0.77
O -3.4472 -0.2742 4.8771 0.05
N -5.1186 -1.6864 5.3534 0.15
N -3.5113 -2.3023 3.9926 0.16
H -5.4786 -2.6245 5.2506 0.09
H -5.4099 -1.1015 6.1236 0.11
H -2.7323 -2.0585 3.3977 0.11
H -3.9924 -3.1866 3.9110 0.11
C 0.2075 1.1106 -5.5551 -0.71
O -0.1692 2.2201 -6.0010 -0.02
N -0.5710 0.0199 -5.5110 0.15
N 1.4180 0.9065 -5.0459 0.16
H -1.4896 0.1674 -5.9041 0.10
H -0.2285 -0.9231 -5.3946 0.03
H 1.6858 -0.0002 -4.6905 0.09
H 1.9064 1.7787 -4.9013 0.09
C -5.7509 1.5673 1.2183 -0.73
O -4.8173 1.0704 1.8964 0.00
N -5.6258 2.6062 0.4643 0.18
N -6.9713 1.1233 1.0939 0.17
H -6.4232 3.1306 0.1337 0.13
H -4.7972 3.1338 0.6990 0.09
H -7.0542 0.1503 1.3518 0.11
H -7.7173 1.5622 0.5735 0.12
C -3.4974 1.2301 -2.4837 -0.82
O -4.6464 0.9885 -2.5843 0.06
N -2.9360 1.9443 -1.5087 0.19
N -2.6471 0.7965 -3.3441 0.17
H -3.5048 2.1176 -0.6923 0.08
H -1.9311 2.0358 -1.5539 0.09
H -1.7255 1.2097 -3.3479 0.09
H -2.9615 0.3949 -4.2159 0.11
```

The calculation puts the HOMO energy at -9.010 eV. Its relative energy (zero: lowest compared OMol25 entry of this formula, charge and spin) is 824.7 kJ/mol. The value obtained for the gap between HOMO and LUMO is 9.017 eV.

***

4.
Computed, not measured: 2 unconnected molecules or ions with the total composition C4H11N2O2, with ωB97M-V/def2-TZVPD.

```
19
Properties=species:S:1:pos:R:3:lowdin_charge:R:1
O 2.4714 -0.8322 2.1042 0.10
C 1.4965 -0.8022 2.7988 -0.20
C 0.1192 -0.6900 2.1779 -0.08
N 0.2800 -0.8145 0.6998 0.18
H 1.5299 -0.8617 3.8943 0.14
H -0.5532 -1.4562 2.5578 0.14
H -0.3182 0.2805 2.4106 0.15
H -0.3505 -1.4868 0.2691 0.16
H 0.1643 0.0894 0.1883 0.10
H 1.2516 -1.1182 0.5283 0.15
C -2.2501 1.4844 -2.1162 0.02
C -0.9614 0.7619 -1.8563 -0.56
N -0.7871 -0.4244 -2.5009 0.17
O -0.1172 1.1927 -1.0781 0.01
H -2.8825 0.9642 -2.8291 0.08
H -2.0223 2.4826 -2.4776 0.10
H -2.7883 1.6133 -1.1775 0.10
H -1.3822 -0.6404 -3.2880 0.11
H 0.1550 -0.7769 -2.5885 0.12
```

The calculation puts the HOMO energy at -14.335 eV. Its relative energy (zero: lowest compared OMol25 entry of this formula, charge and spin) is 43.9 kJ/mol. The value obtained for the gap between HOMO and LUMO is 11.176 eV. Its charge is +1.

***

Going through the records in order, we get DFT total energy values of -20505.6849, -60523.6198, -84889.0143, -11395.6686 eV.